Formula: C3H14NO3
Source: the OMol25 dataset
Level of theory: ωB97M-V/def2-TZVPD

Multiplicity: 2
HOMO level (alpha / beta), eV: -3.0 / -11.2
Charge: 0
Expectation value of S²: 0.750
Energy above the lowest of the compared OMol25 structures with the same formula, charge and spin, kJ/mol: 142.13

Structure (XYZ):
```
21
Properties=species:S:1:pos:R:3:forces:R:3
C -0.1808 0.5999 -1.1298 0.16 0.04 -0.92
C -1.5110 0.2988 -1.7793 -0.62 -0.69 0.35
C -1.5570 0.6183 -3.2545 -0.18 0.36 0.50
O -1.7544 -1.1107 -1.5571 1.11 1.04 1.35
N -0.0640 -0.0616 0.1965 0.33 0.55 -0.17
H 0.5816 0.1673 -1.7810 0.15 0.02 0.24
H 0.0245 1.6659 -1.0737 -0.16 0.02 0.31
H -2.3246 0.8200 -1.2748 0.04 0.30 0.13
H -2.5536 0.3930 -3.6314 0.13 -0.28 -0.25
H -0.7600 0.1249 -3.7760 0.18 -0.62 -0.44
H -1.4107 1.6669 -3.4369 0.05 0.69 0.09
H -2.1761 -1.4512 -2.3111 -0.92 -0.81 -1.50
H 0.3790 -0.9755 0.0546 -0.37 -0.52 0.32
H -0.9604 -0.0885 0.6997 -0.06 -0.39 -0.01
H 0.5641 0.4477 0.8486 0.22 0.27 0.04
H -0.2601 1.3242 3.2676 -0.43 -0.31 -0.19
H 0.5898 2.2060 2.4755 0.22 0.26 -0.54
O -0.2346 1.7042 2.3700 0.16 0.09 0.71
H 4.3942 -1.1436 4.0801 -0.12 0.08 -0.61
H 4.5087 -2.5135 4.5720 -0.02 -0.43 -0.36
O 4.3992 -2.0472 3.7311 0.13 0.34 0.95
```
Forces are in eV/Å.

Here are the Mulliken charges for atoms 1 to 8, given in e: number 1, C, carries -1.346; number 2, C, carries 0.387; number 3, C, carries -1.566; number 4, O, carries -0.343; number 5, N, carries -0.526; number 6, H, carries 0.214; number 7, H, carries 0.265; number 8, H, carries 0.158

=====

Formula: C32H39CuGeN2O3SSe2
Source: the OMol25 dataset
Level of theory: ωB97M-V/def2-TZVPD

Multiplicity: 2
HOMO level (alpha / beta), eV: -4.5 / -4.7
Charge: -1
Expectation value of S²: 0.754
Energy above the lowest of the compared OMol25 structures with the same formula, charge and spin, kJ/mol: 29.25

Structure (XYZ):
```
81
Properties=species:S:1:pos:R:3:forces:R:3
Cu 0.3035 -0.5986 0.0277 -0.16 0.52 0.58
C 4.9648 -0.0852 -4.8231 -0.07 0.01 -0.12
O 5.6498 -0.0676 -3.5890 0.06 -0.02 0.02
C 4.8966 -0.0289 -2.4608 -0.17 0.01 0.19
C 5.6269 -0.0745 -1.2543 0.23 0.00 0.06
C 4.9576 -0.0705 -0.0664 0.03 0.00 -0.03
C 3.5472 0.0024 0.0186 0.02 -0.10 -0.31
C 2.8527 -0.0155 1.2711 -0.20 0.06 0.37
C 3.5759 -0.1412 2.5964 0.15 0.15 -0.09
O 1.6138 0.0606 1.3835 0.72 -0.15 0.22
C 2.8065 0.0956 -1.2140 -0.23 0.12 0.19
O 1.5381 0.2352 -1.2742 0.42 -0.35 -0.09
C 3.5300 0.0475 -2.4377 0.13 0.11 -0.37
H 5.7291 -0.1550 -5.5939 -0.01 0.01 0.01
H 4.3829 0.8290 -4.9701 0.01 -0.02 0.02
H 4.2968 -0.9478 -4.8957 0.01 0.02 0.02
H 6.7066 -0.1152 -1.3031 -0.01 -0.03 0.03
H 5.5485 -0.1134 0.8372 -0.02 -0.02 0.01
H 4.6559 -0.2073 2.5214 0.01 -0.01 0.06
H 3.1946 -1.0264 3.1047 -0.04 -0.01 -0.03
H 3.3141 0.7246 3.2053 -0.03 -0.01 0.01
H 2.9414 0.0984 -3.3438 -0.03 -0.01 0.07
C -0.6991 6.8400 -0.9989 0.06 -0.04 0.02
C 0.4063 5.9911 -0.3521 0.08 0.10 -0.04
C 1.2245 5.3252 -1.4607 -0.09 -0.02 0.09
C 1.3570 6.9023 0.4395 -0.07 -0.04 -0.01
C -0.2412 4.9797 0.5923 0.04 -0.10 -0.04
C -0.9675 5.4483 1.6985 -0.06 0.07 0.14
C -1.5704 4.5938 2.5999 -0.01 -0.03 0.01
C -1.4722 3.2268 2.3817 0.06 -0.14 -0.17
S -2.0907 1.9142 3.3297 0.17 -0.15 -0.27
C -1.3892 0.7788 2.1467 -0.24 0.61 0.41
N -0.7949 1.3536 1.1643 0.20 -0.25 -0.39
C -0.7839 2.7251 1.2619 -0.35 0.33 0.51
C -0.1485 3.6121 0.3894 0.01 -0.12 -0.02
C -1.4567 -0.6636 2.3450 0.06 -0.59 0.05
C -2.1845 -1.2094 3.4072 0.05 0.23 -0.10
C -2.2176 -2.5773 3.5944 -0.10 -0.06 0.12
C -1.5195 -3.4052 2.7241 0.09 0.00 -0.10
C -0.7891 -2.8570 1.6768 -0.07 -0.03 0.08
C -0.7309 -1.4824 1.4635 0.03 0.21 -0.01
H -0.2680 7.5463 -1.7122 0.01 0.02 0.00
H -1.2547 7.4057 -0.2499 -0.02 0.01 0.00
H -1.4054 6.2014 -1.5321 -0.01 0.01 -0.03
H 1.6570 6.0955 -2.1022 0.01 0.01 0.00
H 0.6169 4.6707 -2.0843 -0.01 -0.06 -0.04
H 2.0401 4.7309 -1.0458 0.01 -0.03 -0.02
H 1.8312 7.6239 -0.2295 0.00 0.01 -0.01
H 2.1389 6.3050 0.9111 0.02 0.02 0.03
H 0.8325 7.4564 1.2185 0.02 0.01 0.02
H -1.0535 6.5133 1.8766 0.02 0.01 -0.05
H -2.1037 4.9748 3.4613 0.00 0.07 -0.02
H 0.4214 3.1865 -0.4238 0.02 0.03 -0.07
H -2.7144 -0.5521 4.0897 -0.08 -0.07 0.01
H -2.7909 -2.9994 4.4108 0.01 0.00 0.01
H -1.5420 -4.4804 2.8618 -0.02 0.00 0.02
H -0.2534 -3.5211 1.0067 -0.03 -0.03 -0.02
C -4.5513 3.9465 -4.2441 0.04 -0.20 0.15
Ge -3.6406 2.5844 -3.1158 -0.13 0.20 -0.08
C -4.3678 2.7667 -1.2917 0.18 -0.09 -0.18
C -4.1051 0.8071 -3.8267 0.20 0.22 0.15
C -1.7285 3.0905 -3.1329 -0.05 -0.31 -0.06
Se -0.3924 1.7651 -2.5429 -0.45 0.50 -0.09
C -0.4197 0.6761 -4.1438 0.01 0.07 0.00
H -5.6266 3.7621 -4.2616 -0.03 0.00 0.00
H -4.1867 3.9181 -5.2716 0.04 -0.03 -0.01
H -4.3866 4.9512 -3.8526 0.03 0.01 0.03
H -5.4370 2.5516 -1.2973 -0.01 -0.01 0.00
H -4.2209 3.7783 -0.9112 0.03 0.02 -0.02
H -3.8782 2.0705 -0.6101 0.02 -0.02 0.00
H -5.1813 0.6585 -3.7289 -0.01 0.02 0.02
H -3.5981 0.0183 -3.2700 0.02 -0.03 -0.01
H -3.8431 0.7162 -4.8806 0.02 0.00 -0.01
H -1.6321 3.9149 -2.4225 0.01 0.05 0.00
H -1.4398 3.4679 -4.1164 -0.03 0.04 0.01
H -1.4502 0.4405 -4.3972 0.04 -0.11 -0.04
H 0.1181 -0.2395 -3.9104 -0.04 -0.03 0.03
H 0.0690 1.2014 -4.9635 -0.04 -0.02 -0.03
Se -1.8952 -3.3465 -3.1036 -0.45 -0.82 -0.74
C -1.2026 -2.1477 -2.0330 0.37 1.08 0.73
N -0.7729 -1.3055 -1.3498 -0.40 -0.82 -0.79
```
Forces are in eV/Å.

Here are the Mulliken charges for atoms 1 to 8, given in e: number 1, Cu, carries -1.419; number 2, C, carries -0.760; number 3, O, carries -0.481; number 4, C, carries 1.375; number 5, C, carries -1.116; number 6, C, carries -0.796; number 7, C, carries 0.143; number 8, C, carries 1.170

=====

Formula: C17H26N4O3S
Source: the OMol25 dataset
Level of theory: ωB97M-V/def2-TZVPD

HOMO level, eV: -9.3
Charge: 0
SMILES string: O=C(NCc1ccccn1)C1CCN(S(=O)(=O)N2CCCCC2)CC1
Energy above the lowest of the compared OMol25 structures with the same formula, charge and spin, kJ/mol: 42.55

Structure (XYZ):
```
51
Properties=species:S:1:pos:R:3:forces:R:3
O -3.0671 -2.4545 0.6260 -0.12 -0.30 0.29
C -2.4963 -1.5730 0.0176 0.57 0.34 -0.10
N -3.1181 -0.7660 -0.8686 -0.23 0.24 -0.31
H -2.6055 -0.0098 -1.2941 0.07 -0.06 0.09
C -4.5414 -0.8325 -1.1203 -0.06 -0.18 0.01
C -5.2711 0.3270 -0.4914 0.07 -0.07 0.12
N -6.0008 1.0810 -1.3005 0.08 -0.27 -0.41
C -6.6483 2.1133 -0.7875 -0.19 0.32 0.23
C -6.5968 2.4558 0.5539 0.02 -0.04 -0.04
C -5.8293 1.6693 1.4006 0.02 -0.07 -0.08
C -5.1544 0.5835 0.8720 -0.10 0.10 -0.04
H -4.5522 -0.0627 1.4916 0.07 -0.08 0.08
H -5.7621 1.8980 2.4545 0.00 0.01 0.07
H -7.1400 3.3107 0.9256 -0.05 0.08 0.00
H -7.2316 2.6913 -1.4926 -0.07 0.11 0.02
H -4.8872 -1.7731 -0.6803 0.03 0.10 -0.15
H -4.7353 -0.8345 -2.1956 -0.05 -0.01 0.14
C -1.0030 -1.2972 0.1339 -0.16 -0.40 0.19
C -0.2784 -1.9417 -1.0582 0.04 0.06 -0.02
C 1.2304 -2.0230 -0.7611 -0.06 -0.22 -0.59
N 1.6380 -1.0894 0.2689 -0.01 1.08 -0.30
S 1.5975 0.5272 -0.2205 0.67 0.14 0.12
O 1.1349 0.6126 -1.5715 0.13 -0.32 -0.17
O 0.9476 1.3270 0.7724 0.09 -0.14 0.27
N 3.1945 0.9589 -0.2185 -0.78 0.18 -0.12
C 4.0030 0.2953 -1.2176 0.17 -0.09 -0.63
C 5.3371 1.0232 -1.3583 -0.06 -0.24 0.20
C 6.0491 1.0623 -0.0088 -0.04 0.28 -0.08
C 5.1377 1.7141 1.0276 -0.04 -0.31 -0.05
C 3.8079 0.9678 1.0917 0.08 0.27 0.60
H 3.1079 1.4658 1.7624 0.17 -0.05 0.13
H 3.9701 -0.0628 1.4444 0.01 0.01 0.02
H 5.6060 1.7045 2.0127 -0.04 0.04 0.03
H 4.9461 2.7491 0.7433 -0.01 0.09 0.05
H 6.9833 1.6200 -0.0921 0.05 -0.07 0.02
H 6.2899 0.0441 0.3060 0.07 -0.05 0.02
H 5.9507 0.5147 -2.1032 -0.03 0.02 -0.05
H 5.1478 2.0413 -1.6995 0.00 0.04 -0.09
H 3.4367 0.3239 -2.1487 0.18 -0.10 -0.05
H 4.1775 -0.7543 -0.9332 0.01 0.00 -0.02
C 1.0323 -1.3746 1.5586 -0.09 -0.02 0.62
C -0.4180 -1.8631 1.4265 -0.05 0.19 -0.16
H -0.4663 -2.9523 1.3883 -0.06 0.00 0.05
H -1.0041 -1.5340 2.2837 0.02 -0.09 0.05
H 1.0691 -0.4443 2.1243 -0.03 -0.22 0.17
H 1.6514 -2.1221 2.0671 -0.04 0.10 -0.02
H 1.8058 -1.7923 -1.6567 -0.03 -0.28 -0.03
H 1.5077 -3.0211 -0.4110 0.05 0.08 -0.03
H -0.6751 -2.9449 -1.2269 -0.04 -0.01 -0.01
H -0.4432 -1.3435 -1.9536 -0.03 -0.10 -0.03
H -0.8343 -0.2152 0.1168 -0.21 -0.10 -0.01
```
Forces are in eV/Å.

Here are the Mulliken charges for atoms 1 to 8, given in e: number 1, O, carries -0.685; number 2, C, carries -0.401; number 3, N, carries -0.105; number 4, H, carries 0.264; number 5, C, carries -0.941; number 6, C, carries 0.711; number 7, N, carries -0.506; number 8, C, carries -0.199

=====

Formula: C4H14OSi2
Source: the OMol25 dataset
Level of theory: ωB97M-V/def2-TZVPD

HOMO level, eV: -8.7
Charge: 0
SMILES string: CO[Si@H](C)[SiH](C)C
Energy above the lowest of the compared OMol25 structures with the same formula, charge and spin, kJ/mol: 447.94

Structure (XYZ):
```
21
Properties=species:S:1:pos:R:3:forces:R:3
C -1.4373 -2.9600 -0.8186 -0.67 0.30 -2.13
C 0.5163 1.3141 2.4292 0.42 1.56 -4.20
C -0.4007 2.9506 -0.1003 -0.39 -0.09 -1.31
C 2.0110 -0.9985 -0.8790 -2.78 1.86 -3.09
O -0.9287 -1.9815 -0.0044 2.30 3.41 -1.38
Si -0.5307 1.1731 0.7418 2.38 0.83 -0.05
Si 0.1751 -0.3496 -0.9794 -1.24 -3.54 1.88
H -1.7463 -3.7532 -0.2240 -0.38 -1.81 1.45
H -0.7432 -3.4220 -1.5760 -0.37 0.64 0.38
H -2.4210 -2.7014 -1.3267 1.06 0.23 0.00
H 1.1975 0.4909 2.4018 0.84 -0.14 0.40
H 0.9352 2.3699 2.3058 -0.19 -1.70 0.80
H -0.2119 1.1882 3.1465 -1.30 0.02 1.92
H -1.3530 3.0454 -0.6358 0.05 0.00 -0.38
H -0.4655 3.8129 0.5550 0.33 -0.07 0.54
H 0.4157 3.2076 -0.9080 -1.33 -1.07 1.74
H 2.6760 -0.1956 -0.8323 1.12 1.47 0.38
H 2.2109 -1.6898 -0.1760 0.33 -2.25 2.64
H 2.1877 -1.4277 -1.8459 0.19 -0.53 -0.60
H -1.6644 0.3527 1.1516 -0.99 0.57 -0.21
H -0.4229 -0.4264 -2.4255 0.60 0.31 1.20
```
Forces are in eV/Å.

Here are the Mulliken charges for atoms 1 to 8, given in e: number 1, C, carries -0.733; number 2, C, carries -1.050; number 3, C, carries -1.175; number 4, C, carries -1.175; number 5, O, carries -0.497; number 6, Si, carries 0.467; number 7, Si, carries 0.470; number 8, H, carries 0.305

=====

Formula: C36H61N5O2Si
Source: the OMol25 dataset
Level of theory: ωB97M-V/def2-TZVPD

HOMO level, eV: -8.2
Charge: 0
SMILES string: CCCCCCCCCCCC[Si@H](O)COCCC.c1cc[nH]c1.c1cc[nH]c1.c1cc[nH]c1.c1cc[nH]c1.c1cc[nH]c1

Structure (XYZ):
```
105
Properties=species:S:1:pos:R:3:forces:R:3
C -0.8451 4.6881 4.6763 0.28 0.06 -0.26
C 0.3932 3.8283 4.3668 -0.32 0.46 0.10
C 0.0951 2.3441 4.4159 0.38 -0.09 0.13
C 1.2221 1.4423 3.9178 -0.17 -0.01 0.00
C 1.6481 1.7744 2.4958 0.17 -0.11 -0.03
C 2.3401 0.6324 1.7536 -0.26 -0.06 -0.31
C 2.0140 0.5858 0.2420 0.46 0.27 0.31
C 1.8248 1.9484 -0.4651 -0.26 -0.45 -0.33
C 0.3846 2.2277 -0.9662 0.32 0.43 -0.13
C -0.2111 3.5924 -0.5838 -0.11 -0.47 0.42
C -0.9357 3.6147 0.7774 0.12 0.49 -0.02
C -2.2487 4.4349 0.7865 0.19 -0.45 -0.39
Si -3.8156 3.4752 0.4237 -0.16 0.46 -0.14
O -5.1195 4.5209 0.4280 0.19 -0.24 -0.06
C -4.2184 2.1412 1.7061 -0.13 0.28 -0.05
O -3.0751 1.5103 2.2396 0.04 -0.22 0.29
C -2.5879 0.5580 1.3394 0.29 -0.40 -0.46
C -1.2970 -0.0051 1.8532 0.13 0.24 0.38
C -1.4045 -0.6071 3.2476 0.31 -0.08 -0.21
H -0.8757 5.5585 4.0253 -0.01 0.17 -0.04
H -0.8357 5.0618 5.6943 -0.15 -0.08 0.23
H -1.7608 4.1329 4.4971 -0.18 -0.12 0.07
H 0.7724 4.1236 3.3925 0.11 -0.14 -0.16
H 1.1706 4.0807 5.0855 0.25 -0.07 0.04
H -0.7937 2.1288 3.8228 -0.16 0.14 -0.07
H -0.1303 2.0834 5.4508 -0.21 -0.11 0.09
H 0.8470 0.4182 3.9237 0.10 -0.06 0.10
H 2.0660 1.4693 4.6071 0.19 0.04 0.05
H 2.2980 2.6462 2.4915 0.00 0.23 -0.02
H 0.7536 2.0511 1.9403 0.09 0.16 -0.01
H 2.0177 -0.3156 2.1856 0.02 -0.15 0.09
H 3.4178 0.6673 1.9047 0.14 0.10 0.04
H 1.1390 -0.0376 0.0933 -0.32 -0.01 -0.07
H 2.8154 0.0476 -0.2597 0.10 -0.12 -0.05
H 2.1791 2.7843 0.1327 0.04 0.02 0.24
H 2.4603 1.9164 -1.3464 0.14 0.18 -0.11
H -0.2692 1.4173 -0.6569 -0.26 -0.10 0.15
H 0.3992 2.1908 -2.0525 0.03 -0.13 -0.16
H 0.5974 4.3180 -0.5419 0.06 0.25 -0.26
H -0.9057 3.9040 -1.3592 -0.10 0.08 -0.16
H -0.2632 4.0550 1.5109 0.04 -0.06 0.14
H -1.1022 2.5977 1.0984 -0.17 -0.18 0.15
H -2.1720 5.1737 -0.0122 -0.11 0.24 -0.05
H -2.3659 5.0067 1.7045 -0.05 -0.04 0.24
H -3.7883 2.9326 -0.9520 0.08 -0.06 -0.02
H -5.3784 4.7227 1.3275 -0.27 0.26 0.14
H -4.7541 2.5703 2.5508 -0.08 0.26 0.12
H -4.9067 1.4074 1.2746 -0.08 -0.15 -0.06
H -2.3830 1.0183 0.3651 -0.12 0.12 -0.20
H -3.3236 -0.2342 1.1555 -0.18 -0.04 0.13
H -0.6020 0.8306 1.9037 0.13 -0.14 -0.05
H -0.8889 -0.6915 1.1161 -0.05 -0.24 -0.06
H -2.2816 -1.2364 3.3576 -0.15 -0.12 0.05
H -1.4241 0.1892 3.9834 -0.32 -0.03 0.16
H -0.5151 -1.1950 3.4664 0.00 -0.24 0.04
N 3.1899 -4.2420 3.9888 -0.02 0.19 0.01
C 4.1786 -3.6129 3.2741 -0.15 0.00 0.04
C 4.1128 -2.2721 3.5556 -0.17 -0.08 0.05
C 3.0412 -2.0851 4.4768 0.02 -0.15 -0.08
C 2.4910 -3.3185 4.7233 0.22 0.03 -0.17
H 3.0055 -5.2275 3.9766 -0.01 -0.02 0.00
H 4.8426 -4.1699 2.6350 0.04 -0.01 0.03
H 4.7553 -1.5094 3.1490 0.01 0.00 0.00
H 2.7135 -1.1534 4.9060 0.00 0.02 0.00
H 1.6716 -3.6148 5.3550 -0.01 0.01 0.00
N 3.2411 -0.3266 -4.2967 0.04 0.02 0.10
C 2.9749 -1.4715 -3.5929 0.02 0.03 -0.02
C 1.6751 -1.4104 -3.1688 -0.04 0.01 0.02
C 1.1372 -0.1794 -3.6383 -0.05 -0.05 0.04
C 2.1255 0.4653 -4.3306 0.06 0.01 0.06
H 4.1213 -0.1030 -4.7218 0.02 0.02 0.01
H 3.7291 -2.2271 -3.4564 0.00 -0.01 0.01
H 1.1652 -2.1608 -2.5856 0.01 -0.01 0.03
H 0.1371 0.1881 -3.4807 -0.01 -0.01 -0.02
H 2.1307 1.4120 -4.8427 -0.02 0.00 -0.02
N 1.6458 -3.8653 0.4402 0.07 -0.13 -0.09
C 1.2356 -4.6513 -0.6029 0.16 0.05 0.09
C -0.0691 -4.3412 -0.8654 -0.20 -0.03 -0.15
C -0.4600 -3.3310 0.0544 -0.22 0.03 -0.12
C 0.6210 -3.0630 0.8450 0.14 0.17 0.18
H 2.5628 -3.8728 0.8463 0.07 0.07 0.10
H 1.9030 -5.3563 -1.0669 0.00 -0.01 -0.02
H -0.6769 -4.7878 -1.6356 0.00 -0.02 -0.01
H -1.4253 -2.8557 0.1252 -0.02 -0.02 0.03
H 0.7508 -2.3675 1.6574 0.02 -0.01 0.03
N 2.2384 -0.2423 -9.7712 0.01 0.00 0.01
C 1.6215 -1.4539 -9.6204 0.00 0.02 -0.01
C 1.8297 -1.8726 -8.3341 0.00 -0.01 0.01
C 2.6030 -0.8738 -7.6818 0.02 -0.01 -0.11
C 2.8397 0.1182 -8.5958 -0.01 -0.01 -0.02
H 2.2494 0.2984 -10.6151 0.00 0.01 -0.01
H 1.0877 -1.9105 -10.4357 -0.01 -0.01 0.00
H 1.4668 -2.7908 -7.9045 -0.01 0.00 0.01
H 2.9415 -0.8845 -6.6619 -0.06 -0.04 0.01
H 3.3786 1.0462 -8.5111 0.01 0.01 0.01
N -4.0540 -3.2083 -1.7373 0.01 0.01 0.01
C -4.1322 -4.3075 -0.9265 0.09 0.00 0.01
C -5.4511 -4.5152 -0.6261 -0.03 0.04 -0.02
C -6.1990 -3.5006 -1.2852 -0.01 0.00 0.02
C -5.3086 -2.7104 -1.9617 0.03 0.00 0.01
H -3.2046 -2.8250 -2.1094 0.01 -0.01 -0.01
H -3.2456 -4.8432 -0.6324 0.00 0.00 0.02
H -5.8376 -5.3044 -0.0038 -0.01 -0.01 0.00
H -7.2673 -3.3667 -1.2639 -0.01 0.00 0.00
H -5.4600 -1.8431 -2.5805 -0.01 0.01 0.00
```
Forces are in eV/Å.

Here are the Mulliken charges for atoms 1 to 8, given in e: number 1, C, carries -1.396; number 2, C, carries -0.520; number 3, C, carries -0.227; number 4, C, carries -0.283; number 5, C, carries 1.138; number 6, C, carries -0.210; number 7, C, carries -0.166; number 8, C, carries -1.379

=====

DFT total energy, record by record: -403.038184 -10496.555600 -1506.346011 -814.928353 -2122.065122 Ha